Computed, not measured: the molecule C5H8O2, with the ωB97M-V functional and the def2-TZVPD basis.

```
15
Properties=species:S:1:pos:R:3
O -1.54032 -2.18052 -0.18174
C -1.19345 -1.03218 -0.15383
C -1.93838 0.30860 -0.25660
C -0.56478 0.99300 -0.42759
C 0.12434 -0.28095 0.09708
C 1.57889 -0.53093 -0.25195
O 2.25298 0.45588 0.52320
H -2.67224 0.39843 -1.05939
H -2.41694 0.56468 0.69424
H -0.35961 1.89475 0.14979
H -0.33706 1.17768 -1.48395
H 0.11857 -0.23770 1.19414
H 1.89978 -1.54545 0.02128
H 1.78456 -0.38263 -1.32353
H 3.20106 0.28929 0.50441
```

The multiplicity is 1. As for the net charge: 0. Its orbital gap is 10.31 eV. As for the structure (SMILES): O=C1CC[C@@H]1CO.

Results of the Mulliken charge analysis, in e, for atoms 1 through 4: atom 1 (O): -0.5679, atom 2 (C): 0.1981, atom 3 (C): -0.4418, atom 4 (C): -0.6680

Computed, not measured: C7H11BiI2N2O5S as an isolated structure in a non-equilibrium geometry, with the ωB97M-V functional and the def2-TZVPD basis.

```
29
Properties=species:S:1:pos:R:3
C -2.68638 -0.63163 0.32306
I -2.41848 0.44705 -2.39154
H -3.18051 -1.53469 0.72246
H -2.04962 -0.98703 -0.51366
H -3.46491 0.07757 0.02419
C 2.22316 -1.65419 -2.00941
C 0.88178 -0.58737 -0.55090
N 1.66838 -0.42951 -1.62929
H 1.97577 -3.62420 -1.04993
I 1.65817 0.60517 2.46762
N 0.98833 -1.88693 -0.20563
H 2.86220 -1.75098 -2.87076
Bi -0.10078 1.61932 0.48812
C -1.81763 0.01188 1.39004
O -1.85695 -0.11873 2.56339
C 1.79245 -2.56550 -1.12466
C 0.33629 -2.54034 0.92128
H 0.78913 -3.53653 1.03815
H -0.73628 -2.67434 0.73316
H 0.48732 -1.96447 1.84107
C 1.89556 0.84115 -2.30380
H 2.45778 0.64938 -3.22706
H 2.48443 1.53290 -1.68029
H 0.93512 1.31374 -2.55817
O 0.31080 3.71682 1.20318
S -1.05106 3.98516 1.99643
O -1.74483 5.13915 1.46568
O -1.83529 2.62179 1.51637
O -0.80394 3.92537 3.42090
```

The multiplicity is 1. As for the net charge: -2. Its orbital gap is 5.13 eV.

Results of the Mulliken charge analysis, in e, for atoms 1 through 4: atom 1 (C): -1.5439, atom 2 (I): -0.7449, atom 3 (H): 0.3296, atom 4 (H): 0.2116

Computed, not measured: a 7-piece molecular cluster, C26H59BClNO10 overall in a non-equilibrium geometry, with the ωB97M-V functional and the def2-TZVPD basis.

```
98
Properties=species:S:1:pos:R:3
C -1.62831 1.87939 2.16489
C -1.82625 1.44549 1.06253
C -2.17974 0.87474 -0.23614
B -3.35267 -0.23329 -0.21879
N -4.35221 -0.19074 0.85079
O -3.36350 -1.14624 -1.25330
O -2.84677 2.04205 -0.89136
C -1.79841 2.88274 -1.20534
O -1.92566 4.04581 -1.37702
O -0.66453 2.17198 -1.28951
C -1.07353 0.75106 -1.26992
C 0.14219 -0.15114 -1.10128
C -0.03863 -1.36890 -0.19742
C 0.17091 -1.11676 1.29840
Cl 1.24362 -2.55935 -0.72651
H -1.53874 2.59694 2.95208
H -5.27121 -0.12581 0.42031
H -4.32530 -1.04867 1.39483
H -3.28961 -2.05634 -0.94553
H -1.47614 0.64824 -2.27362
H 1.03393 0.39008 -0.79632
H 0.35929 -0.54526 -2.09045
H -0.97216 -1.89020 -0.37681
H -0.79647 -1.14105 1.80486
H 0.81859 -1.85787 1.75048
H 0.55680 -0.11495 1.46192
C -5.28287 3.58059 5.58607
C -4.70061 3.03607 4.29073
C -5.52412 1.88170 3.74313
O -3.35127 2.61171 4.49693
H -5.29446 2.80473 6.35706
H -4.67907 4.40272 5.96843
H -6.30420 3.93636 5.43943
H -4.65338 3.83322 3.54775
H -5.54130 1.05473 4.46009
H -5.08606 1.50455 2.81851
H -6.55289 2.18924 3.54683
H -3.36046 1.90405 5.14992
C -5.40027 7.65877 8.27330
C -4.62724 6.55012 8.97159
C -3.69370 7.10782 10.03527
O -3.88789 5.78966 8.01670
H -4.71271 8.34274 7.76827
H -6.06334 7.24252 7.51446
H -5.99856 8.23299 8.98203
H -5.32733 5.85139 9.43111
H -2.95597 7.77574 9.58223
H -3.14744 6.30142 10.52492
H -4.24426 7.66650 10.79339
H -3.25781 6.38146 7.59179
C 4.49410 0.41648 -3.56948
C 3.05252 -0.06069 -3.50083
C 2.58956 -0.60398 -4.84138
O 2.20013 1.00568 -3.07183
H 4.59205 1.22894 -4.29555
H 4.81589 0.80261 -2.60133
H 5.16127 -0.39415 -3.86547
H 2.96105 -0.83920 -2.74139
H 2.62964 0.17621 -5.60836
H 1.55349 -0.94409 -4.78182
H 3.21513 -1.43801 -5.15816
H 2.25861 1.71405 -3.72148
C 6.66474 -4.53555 -5.76447
C 5.30281 -4.14096 -5.21487
C 4.20015 -5.01860 -5.78495
O 5.03738 -2.76576 -5.50311
H 6.68643 -4.41488 -6.85100
H 7.44470 -3.89715 -5.34853
H 6.90097 -5.57388 -5.52902
H 5.30983 -4.22263 -4.12734
H 4.14860 -4.91198 -6.87221
H 3.23062 -4.71949 -5.38379
H 4.36534 -6.07086 -5.55152
H 5.02666 -2.66205 -6.46093
C 3.51241 2.76689 3.66686
C 2.73227 2.06103 2.56812
C 1.89581 3.02975 1.74854
O 1.88703 1.06904 3.15171
H 2.82760 3.26177 4.36130
H 4.09763 2.04769 4.24033
H 4.18843 3.51853 3.25624
H 3.42712 1.53885 1.90843
H 1.15552 3.51693 2.38993
H 1.34773 2.51119 0.96137
H 2.51505 3.80701 1.29800
H 1.27558 1.51650 3.74588
C 1.20813 -7.48718 -5.64834
C 1.75539 -8.08836 -6.93346
C 0.93222 -9.28456 -7.38647
O 3.11983 -8.47123 -6.75447
H 1.24159 -8.21855 -4.83590
H 1.81184 -6.63445 -5.34053
H 0.17554 -7.15707 -5.77047
H 1.75757 -7.33038 -7.71778
H 0.95778 -10.07308 -6.62933
H 1.33978 -9.70214 -8.30729
H -0.10847 -9.00746 -7.56001
H 3.14673 -9.14354 -6.06551
```

The multiplicity is 1. As for the net charge: 0. Its orbital gap is 9.87 eV. As for the structure (SMILES): C#C[C@@]1(B(N)O)OC(=O)O[C@H]1C[C@H](C)Cl.CC(C)O.CC(C)O.CC(C)O.CC(C)O.CC(C)O.CC(C)O.

Results of the Mulliken charge analysis, in e, for atoms 1 through 4: atom 1 (C): 0.3589, atom 2 (C): -2.0264, atom 3 (C): 1.3490, atom 4 (B): 0.5611

Computed, not measured: a 3-piece molecular cluster, C3H13N3 overall in a non-equilibrium geometry, with the ωB97M-V functional and the def2-TZVPD basis.

```
19
Properties=species:S:1:pos:R:3
C 0.61902 -0.96944 -4.40335
C -1.24283 2.40654 -2.81588
C 1.37150 -1.25785 9.42218
N 0.55429 -2.14285 9.23436
N -0.29883 0.55892 -5.87214
N 0.28962 0.27121 -4.59544
H 0.98509 -1.42762 -3.45175
H 0.56809 -1.77214 -5.08199
H -1.99468 3.16349 -2.49666
H -1.77552 1.44752 -3.26949
H -0.55601 2.55694 -3.62675
H -0.66760 1.86325 -2.02613
H 2.47024 -1.36506 9.29350
H 0.96480 -0.29981 9.78230
H -0.44757 -1.97906 9.42669
H 0.75570 -3.14902 9.01729
H -0.86667 1.28488 -5.64024
H 0.21114 1.01780 -6.72347
H -0.93978 -0.20769 -6.17307
```

The multiplicity is 1. As for the net charge: +2. Its orbital gap is 10.02 eV.

Results of the Mulliken charge analysis, in e, for atoms 1 through 4: atom 1 (C): -0.1698, atom 2 (C): -0.8422, atom 3 (C): -0.0413, atom 4 (N): -0.1329

Computed, not measured: the molecule C22H19NO3, with the ωB97M-V functional and the def2-TZVPD basis.

```
45
Properties=species:S:1:pos:R:3
O -3.31128 -1.44205 -1.29320
C -2.71233 -0.42594 -1.05465
O -1.52956 -0.10200 -1.55822
C -0.79323 -1.06870 -2.32036
C 0.57917 -1.17247 -1.71054
C 1.64036 -0.57091 -2.33721
C 2.92180 -0.58398 -1.77138
C 3.12719 -1.18130 -0.56136
C 2.06223 -1.79688 0.12771
C 2.25613 -2.38722 1.39403
C 1.21769 -2.96743 2.06453
C -0.05726 -3.00089 1.48400
C -0.27796 -2.44276 0.25590
C 0.76468 -1.80870 -0.45390
C -3.20126 0.62894 -0.06668
C -2.92934 0.09047 1.34148
C -1.48551 0.50963 1.60015
O -0.76012 0.03956 2.44353
N -1.19346 1.52168 0.73395
C 0.06158 2.11367 0.54213
C 0.15548 3.35983 -0.07468
C 1.39351 3.92953 -0.30926
C 2.55120 3.27307 0.06899
C 2.45914 2.04241 0.69649
C 1.22849 1.46225 0.93462
C -2.33749 1.88985 -0.08343
H -0.73142 -0.69588 -3.34695
H -1.33644 -2.01899 -2.31642
H 1.49090 -0.07575 -3.28603
H 3.73636 -0.10750 -2.29606
H 4.10831 -1.18682 -0.10837
H 3.24604 -2.36216 1.82735
H 1.36979 -3.40440 3.03996
H -0.86982 -3.47140 2.01713
H -1.26754 -2.49464 -0.17040
H -4.25936 0.81886 -0.24981
H -3.04528 -0.98823 1.43138
H -3.57554 0.56835 2.08073
H -0.73453 3.89692 -0.36436
H 1.44984 4.89565 -0.78944
H 3.51567 3.72039 -0.11864
H 3.35447 1.52198 1.00125
H 1.16762 0.50679 1.42623
H -2.01777 2.16365 -1.08919
H -2.88061 2.72997 0.36849
```

The multiplicity is 1. As for the net charge: 0. Its orbital gap is 8.77 eV. As for the structure (SMILES): O=C(OCc1cccc2ccccc12)[C@H]1CC(=O)N(c2ccccc2)C1.

Results of the Mulliken charge analysis, in e, for atoms 1 through 4: atom 1 (O): -0.6359, atom 2 (C): 0.2343, atom 3 (O): -0.1320, atom 4 (C): -1.3021

Computed, not measured: the molecule C4H9NO, with the ωB97M-V functional and the def2-TZVPD basis.

```
15
Properties=species:S:1:pos:R:3
C -1.31240 -0.89112 0.21254
N -0.29638 0.14064 0.27278
C -0.81806 1.42021 -0.16428
C 0.93984 -0.23605 -0.38431
C 2.09215 -0.43097 0.59301
O 3.21609 -0.70580 0.24556
H -1.70625 -1.04282 -0.81062
H -2.15420 -0.61952 0.85834
H -0.91114 -1.84316 0.57501
H -1.66147 1.71355 0.47069
H -0.05088 2.19482 -0.06896
H -1.17109 1.40439 -1.21299
H 1.25903 0.52027 -1.11407
H 0.82949 -1.16863 -0.95744
H 1.83153 -0.28862 1.66273
```

The multiplicity is 1. As for the net charge: 0. Its orbital gap is 9.86 eV. As for the structure (SMILES): CN(C)CC=O.

Results of the Mulliken charge analysis, in e, for atoms 1 through 4: atom 1 (C): -1.0771, atom 2 (N): 0.0423, atom 3 (C): -1.0530, atom 4 (C): -0.6495

Computed, not measured: C3H6N2 as an isolated structure in a non-equilibrium geometry, with the ωB97M-V functional and the def2-TZVPD basis.

```
11
Properties=species:S:1:pos:R:3
C 1.48618 -0.11424 0.10522
C 0.04043 0.03553 -0.31070
N -0.89978 -0.63854 0.39610
C -0.82635 1.84019 -0.38782
N -1.97428 1.89198 -0.61578
H 1.90942 0.88552 0.09866
H 1.61250 -0.55240 1.10374
H 2.05882 -0.72928 -0.60394
H -0.13991 0.08299 -1.37054
H -1.82638 -0.28819 0.18163
H -0.73485 -0.80425 1.38035
```

The multiplicity is 1. As for the net charge: 0. Its orbital gap is 10.05 eV.

Results of the Mulliken charge analysis, in e, for atoms 1 through 4: atom 1 (C): -0.9436, atom 2 (C): 0.1921, atom 3 (N): -0.4833, atom 4 (C): 0.0232

Computed, not measured: a 5-piece molecular cluster, C21H21Cl13FNO8P2SSi overall in a non-equilibrium geometry, with the ωB97M-V functional and the def2-TZVPD basis.

```
69
Properties=species:S:1:pos:R:3
C -2.33016 -0.70227 1.67865
Si -1.57682 -1.87780 0.40265
C -1.76131 -3.67522 0.92849
C -2.68678 -1.72610 -1.14991
C 0.20699 -1.26811 0.05682
C 1.36904 -1.80472 0.63958
P 1.30462 -3.15776 1.89062
S 0.44122 -2.41705 3.49290
C 2.63079 -1.32023 0.33595
C 3.91086 -1.85782 0.96774
C 4.45905 -3.06182 0.22637
O 4.13633 -4.19694 0.37124
Cl 5.74737 -2.67847 -0.97504
C 2.81245 -0.30624 -0.57191
C 1.70172 0.23074 -1.12660
C 0.43509 -0.21537 -0.81273
C -0.66876 0.55232 -1.48838
O -1.68729 0.92719 -0.96717
C -0.38942 0.94643 -2.93431
C -1.49909 0.90865 -3.97293
O -1.89177 1.95181 -4.42792
N -2.11005 -0.32581 -4.38646
C -1.63453 -0.74321 -5.65480
O -1.17438 -1.83443 -5.83160
F -1.74633 0.13890 -6.61396
C 0.83171 1.35398 -3.23258
P 1.32524 1.89432 -4.90100
O 1.06701 0.78874 -5.83491
O 0.52453 3.18968 -5.35592
O 2.87469 2.28987 -4.96146
C 1.87801 1.35448 -2.12985
O 2.77411 2.15732 -2.07074
H -1.60034 -0.34808 2.40374
H -2.67068 0.15810 1.09153
H -3.23286 -1.11483 2.13633
H -1.12691 -4.36272 0.37468
H -2.82131 -3.92525 0.83416
H -1.54465 -3.73131 2.00136
H -3.30150 -0.82978 -1.12672
H -3.26575 -2.64227 -1.27707
H -2.01494 -1.68865 -2.02087
H 0.67617 -4.32866 1.41198
H 2.58510 -3.56271 2.29730
H 4.65038 -1.05927 0.88899
H 3.79911 -2.03111 2.03646
H 3.81332 0.02961 -0.80739
H -1.99875 -1.06725 -3.70660
H 0.79814 3.36834 -6.26737
H 3.40773 1.49362 -4.85030
Cl -1.35811 1.98006 5.98822
C -2.24092 2.45980 4.53761
Cl -1.12594 2.75702 3.20063
Cl -3.42080 1.22786 4.08648
H -2.77109 3.37910 4.75206
Cl 1.04135 5.48364 4.43437
C 2.06663 5.17172 3.03300
Cl 3.48356 4.22625 3.49652
Cl 1.16114 4.35201 1.75745
H 2.40681 6.12327 2.64552
Cl -2.63555 -7.02513 2.61020
C -0.88569 -7.11589 2.81327
Cl -0.06201 -6.65597 1.31635
Cl -0.35730 -6.09328 4.14625
H -0.62262 -8.14026 3.04204
Cl -0.42757 7.68787 1.54949
C -2.09052 7.61579 2.13768
Cl -2.45316 6.02669 2.81623
Cl -2.38348 8.88475 3.32866
H -2.75115 7.78188 1.29697
```

The multiplicity is 1. As for the net charge: 0. Its orbital gap is 6.98 eV. As for the structure (SMILES): C[Si](C)(C)c1c([PH2]=S)c(CC(=O)Cl)cc2c1C(=O)C(C(=O)NC(=O)F)=C(P(=O)(O)O)C2=O.ClC(Cl)Cl.ClC(Cl)Cl.ClC(Cl)Cl.ClC(Cl)Cl.

Results of the Mulliken charge analysis, in e, for atoms 1 through 4: atom 1 (C): -1.0817, atom 2 (Si): 0.0166, atom 3 (C): -1.0715, atom 4 (C): -0.7344